Entry 1:
C17H10BrN3OPdSe | ωB97M-V/def2-TZVPD

- LUMO energy: -1.3 eV
- Charge: 0
- Orbital gap: 6.7 eV
- Highest occupied orbital energy: -8.0 eV
- Total energy: -163178.2835 eV
- ΔE to the lowest compared entry with this formula, charge and spin: 28.1 kJ/mol
- Spin multiplicity: 1

Structure (XYZ):
```
34
Properties=species:S:1:pos:R:3:nbo_charge:R:1
Pd -1.271 -0.349 0.915 0.82
Br 2.360 -6.042 -2.139 0.04
C 1.285 -4.825 -1.151 -0.15
C 0.265 -5.319 -0.325 -0.17
C -0.501 -4.448 0.402 -0.27
C -0.299 -3.046 0.351 0.42
O -1.022 -2.312 1.117 -0.65
C 0.722 -2.555 -0.537 -0.20
C 0.989 -1.186 -0.762 0.20
N 0.388 -0.176 -0.204 -0.51
C 0.731 1.150 -0.466 0.12
C 1.890 1.591 -1.082 -0.21
C 2.089 2.953 -1.324 -0.19
C 1.164 3.890 -0.943 -0.19
C -0.009 3.489 -0.277 -0.10
C -0.994 4.384 0.189 -0.09
C -2.105 3.894 0.817 -0.26
C -2.247 2.515 1.003 0.10
N -1.337 1.653 0.602 -0.43
C -0.223 2.111 -0.039 0.22
C 1.503 -3.485 -1.263 -0.17
H 0.081 -6.383 -0.276 0.23
H -1.294 -4.808 1.042 0.23
H 1.754 -0.967 -1.502 0.18
H 2.661 0.887 -1.361 0.22
H 3.001 3.273 -1.812 0.22
H 1.332 4.941 -1.140 0.22
H -0.849 5.450 0.061 0.22
H -2.876 4.555 1.186 0.24
H -3.116 2.103 1.499 0.24
H 2.293 -3.119 -1.908 0.22
Se -3.329 -0.535 2.240 -0.10
C -1.954 0.124 3.241 -0.04
N -1.080 0.589 3.845 -0.42
```



Entry 2:
C17H21ClN6O2SeW | ωB97M-V/def2-TZVPD

- LUMO energy (spin up / spin down): -8.3 / -7.6 eV
- Charge: +2
- Orbital gap (spin up / spin down): 6.8 / 7.5 eV
- Highest occupied orbital energy (spin up / spin down): -15.1 / -15.2 eV
- Expectation value of S²: 2.088
- Total energy: -110684.0660 eV
- ΔE to the lowest compared entry with this formula, charge and spin: 15.5 kJ/mol
- Spin multiplicity: 3

Structure (XYZ):
```
49
Properties=species:S:1:pos:R:3:nbo_charge:R:1
W -1.173 -1.031 1.347 1.49
C -2.792 -4.585 2.031 -0.73
C -2.193 -3.257 1.805 0.83
O -0.995 -3.097 1.350 -0.67
O -2.805 -2.156 2.039 -0.67
H -2.779 -5.142 1.092 0.28
H -3.804 -4.492 2.410 0.27
H -2.166 -5.134 2.738 0.29
C 1.771 0.228 -4.332 -0.61
C 2.940 -0.353 -3.547 -0.24
C 3.559 0.676 -2.609 -0.62
C 2.556 -1.642 -2.818 -0.22
N 1.487 -1.419 -1.823 -0.13
C 1.567 -0.971 -0.573 0.24
N 0.331 -0.858 -0.128 -0.43
N -0.486 -1.279 -1.122 -0.09
N 0.198 -1.619 -2.137 0.06
H 2.104 1.071 -4.936 0.24
H 0.989 0.602 -3.663 0.19
H 1.320 -0.506 -5.001 0.23
H 3.708 -0.679 -4.255 0.24
H 2.818 1.083 -1.911 0.18
H 3.941 1.524 -3.175 0.25
H 4.393 0.264 -2.035 0.22
H 3.393 -2.071 -2.268 0.24
H 2.153 -2.392 -3.495 0.26
H 2.475 -0.745 -0.039 0.28
Se -0.548 -0.441 3.525 0.39
C 0.614 1.091 3.501 -0.18
C 1.005 1.550 4.750 -0.25
C 1.833 2.673 4.784 0.08
N 2.253 3.308 3.701 -0.36
C 1.863 2.847 2.517 0.06
C 1.045 1.741 2.352 -0.29
H 0.694 1.070 5.668 0.25
H 2.166 3.068 5.737 0.23
H 2.225 3.394 1.652 0.21
H 0.760 1.419 1.358 0.20
Cl -6.140 0.977 0.257 0.13
C -4.489 1.226 -0.076 -0.07
C -4.037 1.983 -1.156 -0.10
C -2.661 2.144 -1.336 -0.21
C -1.769 1.515 -0.492 0.05
N -2.204 0.783 0.552 -0.54
C -3.525 0.698 0.761 0.03
H -4.739 2.442 -1.840 0.27
H -2.285 2.742 -2.154 0.26
H -0.701 1.589 -0.641 0.22
H -3.869 0.159 1.637 0.24
```



Entry 3:
C9H20Br2NNbO6P | ωB97M-V/def2-TZVPD

- LUMO energy: 1.5 eV
- Charge: -1
- Orbital gap: 6.8 eV
- Highest occupied orbital energy: -5.2 eV
- Total energy: -174350.0540 eV
- Spin multiplicity: 1

Structure (XYZ):
```
40
Properties=species:S:1:pos:R:3:nbo_charge:R:1
C 2.320 3.156 2.202 -0.64
C 1.645 1.626 2.197 -0.24
N 0.158 1.734 2.292 -0.91
Nb -0.950 0.247 1.212 1.65
O -2.540 1.696 1.103 -0.98
C -2.396 -1.242 0.309 -1.00
C -1.797 -2.329 -0.745 0.76
O -2.242 -3.605 -0.557 -0.58
O -0.931 -2.124 -1.899 -0.59
C 0.310 -2.888 -1.880 0.80
C 1.714 -2.025 -2.171 -0.73
O 0.476 -4.202 -1.730 -0.54
C -0.185 0.978 -0.848 -0.75
Br 0.432 2.929 -0.793 -0.07
C -1.327 1.038 -2.018 -0.25
C -0.577 0.949 -3.512 -0.66
Br -2.342 2.803 -2.075 -0.03
P 0.804 -1.566 1.443 0.74
O -0.075 -3.073 1.810 -0.95
O 1.780 -1.432 2.923 -0.97
H 1.728 3.893 2.891 0.21
H 3.381 3.005 2.729 0.19
H 2.556 3.558 1.130 0.22
H 2.039 1.070 1.247 0.18
H 2.027 1.145 3.221 0.21
H -0.209 2.706 2.113 0.40
H -1.646 -0.252 2.851 -0.32
H -3.104 1.610 1.927 0.48
H -3.223 -0.617 -0.283 0.27
H -2.997 -1.806 1.170 0.29
H 2.542 -2.738 -2.593 0.24
H 2.015 -1.488 -1.171 0.26
H 1.505 -1.165 -2.970 0.23
H 0.779 0.371 -1.109 0.23
H -2.117 0.188 -2.025 0.23
H -0.322 -0.184 -3.681 0.21
H -1.385 1.229 -4.345 0.22
H 0.392 1.600 -3.576 0.22
H -0.805 -2.736 2.441 0.49
H 2.569 -2.061 2.770 0.48
```



Entry 4:
CNO2S2 | ωB97M-V/def2-TZVPD

- LUMO energy: 2.7 eV
- Charge: -1
- Orbital gap: 8.4 eV
- Highest occupied orbital energy: -5.8 eV
- Total energy: -28292.4034 eV
- ΔE to the lowest compared entry with this formula, charge and spin: 193.2 kJ/mol
- Spin multiplicity: 1

Structure (XYZ):
```
6
Properties=species:S:1:pos:R:3:nbo_charge:R:1
C 0.132 -0.146 -1.646 -0.08
N -0.264 -0.512 -2.684 -0.59
O 1.214 1.038 1.230 -0.90
O -1.181 0.980 0.903 -0.89
S 0.062 -1.595 1.371 -0.43
S 0.036 0.234 0.825 1.89
```



Entry 5:
C4H6N2S2 | ωB97M-V/def2-TZVPD

- LUMO energy: -0.5 eV
- Charge: 0
- Orbital gap: 7.9 eV
- Highest occupied orbital energy: -8.4 eV
- Total energy: -28890.5582 eV
- ΔE to the lowest compared entry with this formula, charge and spin: 545.4 kJ/mol
- Spin multiplicity: 1

Structure (XYZ):
```
14
Properties=species:S:1:pos:R:3:nbo_charge:R:1
C 2.001 -0.093 0.202 -0.46
C -0.428 -0.019 -0.411 -0.23
C -1.658 -0.864 -0.375 0.11
C -0.935 1.347 -0.047 -0.34
H 2.717 -1.162 0.444 0.23
H 1.931 0.156 -0.998 0.22
H 2.218 0.980 1.100 0.23
H 0.166 -0.832 1.597 0.39
H 0.089 -0.167 -1.342 0.24
H -1.270 -1.902 -0.716 0.21
N 0.489 -0.644 0.464 -0.66
N -2.839 -0.513 -0.093 -0.45
S -2.696 1.287 0.333 0.43
S 0.217 2.426 -0.158 0.08
```



Entry 6:
C5H7N3 | ωB97M-V/def2-TZVPD

- LUMO energy: 1.0 eV
- Charge: 0
- SMILES: [H]/N=C1/NC=NC12CC2
- Orbital gap: 9.5 eV
- Highest occupied orbital energy: -8.5 eV
- Total energy: -9767.3891 eV
- ΔE to the lowest compared entry with this formula, charge and spin: 192.8 kJ/mol
- Spin multiplicity: 1

Structure (XYZ):
```
15
Properties=species:S:1:pos:R:3:nbo_charge:R:1
C -0.717 0.830 -0.074 0.43
C -1.733 -1.157 0.038 0.25
C 0.216 -0.273 -0.062 -0.03
C 1.622 -0.328 -0.689 -0.40
C 1.567 -0.157 0.764 -0.38
H 0.375 2.392 -0.040 0.35
H -2.760 0.808 0.142 0.44
H -2.595 -1.832 0.036 0.19
H 1.962 0.506 -1.358 0.22
H 1.695 -1.299 -1.205 0.25
H 1.685 0.849 1.163 0.22
H 1.764 -1.003 1.436 0.24
N -0.591 2.071 -0.081 -0.71
N -1.971 0.146 -0.004 -0.62
N -0.516 -1.554 -0.067 -0.45
```



Entry 7:
C2H5FS | ωB97M-V/def2-TZVPD

- LUMO energy: 0.9 eV
- Charge: 0
- SMILES: C=CF.S
- Orbital gap: 10.5 eV
- Highest occupied orbital energy: -9.7 eV
- Total energy: -15706.3782 eV
- ΔE to the lowest compared entry with this formula, charge and spin: 94.4 kJ/mol
- Spin multiplicity: 1

Structure (XYZ):
```
9
Properties=species:S:1:pos:R:3:nbo_charge:R:1
C 1.426 -0.924 0.933 -0.50
C 1.156 -0.220 -0.109 0.24
F 0.921 1.150 -0.103 -0.36
S -2.270 0.542 -0.473 -0.30
H 1.748 -1.898 0.744 0.22
H -1.848 1.525 -1.220 0.14
H 1.570 -0.447 1.880 0.22
H 0.949 -0.591 -1.162 0.18
H -3.653 0.863 -0.490 0.16
```



Entry 8:
C3H17NO6 | ωB97M-V/def2-TZVPD

- LUMO energy: 0.1 eV
- Charge: 0
- SMILES: CCC(N)=O.O.O.O.O.O
- Orbital gap: 9.8 eV
- Highest occupied orbital energy: -9.7 eV
- Total energy: -17160.5107 eV
- ΔE to the lowest compared entry with this formula, charge and spin: 133.9 kJ/mol
- Spin multiplicity: 1

Structure (XYZ):
```
27
Properties=species:S:1:pos:R:3:nbo_charge:R:1
C -0.249 1.149 -2.121 -0.57
C -1.135 1.817 -1.019 -0.51
C -2.309 0.943 -0.856 0.66
N -2.141 -0.006 0.049 -0.80
O -3.318 0.884 -1.491 -0.61
H 0.493 1.702 -2.547 0.22
H -0.002 0.197 -1.735 0.16
H -0.966 1.037 -3.082 0.22
H -1.308 2.842 -1.208 0.23
H -0.537 1.992 -0.036 0.23
H -1.535 -0.122 0.748 0.38
H -2.867 -0.586 0.191 0.39
H 1.144 0.152 1.845 0.51
H 1.185 1.464 2.512 0.47
O 1.066 1.176 1.665 -0.94
H -0.359 -1.811 1.343 0.46
H -0.542 -3.096 2.137 0.47
O -0.876 -2.182 2.160 -0.93
H 2.787 -1.636 1.252 0.49
H 1.619 -2.478 0.989 0.47
O 1.962 -1.946 1.628 -0.95
H 0.704 -1.059 -1.888 0.46
H 1.998 -1.245 -1.016 0.48
O 1.261 -1.714 -1.593 -0.94
H 4.162 1.469 0.224 0.48
H 2.665 1.224 0.988 0.51
O 3.469 0.848 0.496 -1.03
```